[1]
18
Properties=species:S:1:pos:R:3:forces:R:3 method="wB97M-V/def2-TZVPD" lumo_ha=0.0320 smiles="C[C@H](N)C(=O)NCO" multiplicity=1 orbital_gap_ha=0.381 fmax_ev_per_a=5.9 e_above_lowest_kcal_mol=85.5
C -1.779783 -0.361709 -1.074216 -2.87 0.74 1.22
C -0.584370 -0.757244 -0.282512 2.22 -0.46 0.96
N -0.718454 -1.696783 0.917031 -1.98 -0.08 0.11
C -0.235270 0.503361 0.600365 -2.07 3.04 4.38
O -1.024474 0.738117 1.572879 1.86 -0.83 -2.99
N 0.799513 1.470011 0.473874 -2.95 -2.43 -0.79
C 1.805670 1.065337 -0.370913 4.77 2.14 2.62
O 2.768472 0.176055 0.297074 0.82 0.71 -5.22
H -1.712362 0.688684 -1.364727 -0.28 0.11 0.32
H -1.989872 -0.835047 -1.968963 0.60 -1.55 -2.08
H -2.786648 -0.597525 -0.584844 1.45 0.94 0.17
H 0.231255 -1.073469 -1.087103 -1.23 0.41 2.36
H -0.988743 -2.673769 0.757581 0.43 0.47 -0.88
H -1.546087 -1.355702 1.534981 2.11 -0.18 -1.54
H 0.975633 2.149625 1.235125 -0.49 -1.06 -0.77
H 1.597056 0.754927 -1.369715 -0.61 -0.75 -0.27
H 2.452981 1.971353 -0.419539 -0.37 -0.41 -0.89
H 2.735483 -0.166220 1.133622 -1.44 -0.83 3.29

[2]
18
Properties=species:S:1:pos:R:3:forces:R:3 method="wB97M-V/def2-TZVPD" lumo_ha=0.0271 smiles="C/C=C/O.NC(N)=O" multiplicity=1 orbital_gap_ha=0.353 fmax_ev_per_a=0.6 e_above_lowest_kcal_mol=31.7
C -0.434571 2.253196 -0.598537 0.50 0.25 -0.29
C 0.262969 1.145726 -1.329828 -0.07 0.19 -0.31
C -0.371875 0.059309 -1.737299 0.03 -0.04 0.41
O 0.257797 -0.955167 -2.403112 -0.14 -0.02 -0.14
H -0.400405 3.181137 -1.175289 -0.05 -0.03 -0.11
H -1.478156 2.011329 -0.439888 -0.17 -0.04 0.29
H 0.072307 2.504736 0.336429 -0.21 -0.17 0.17
H 1.292446 1.284596 -1.641200 0.08 -0.03 0.15
H -1.415259 -0.097552 -1.482090 -0.05 -0.11 -0.09
H -0.411361 -1.542706 -2.766589 0.09 -0.04 0.03
N 0.082161 -0.284254 2.330661 -0.21 0.32 -0.05
C -0.092020 -1.520241 1.711443 0.26 0.03 -0.10
N 1.061816 -2.043814 1.204918 -0.18 0.13 0.05
O -1.159801 -2.090747 1.669583 -0.26 -0.09 -0.10
H 0.623061 0.389868 1.804831 0.17 -0.21 0.00
H -0.818725 0.112627 2.551525 -0.06 -0.06 0.17
H 0.991586 -2.798582 0.547283 0.12 -0.03 0.14
H 1.938030 -1.609461 1.417159 0.14 -0.06 -0.21

[3]
18
Properties=species:S:1:pos:R:3:forces:R:3 method="wB97M-V/def2-TZVPD" lumo_ha=0.0253 smiles="C[C@H](CO)NC(N)=O" multiplicity=1 orbital_gap_ha=0.383 fmax_ev_per_a=3.2 e_above_lowest_kcal_mol=31.0
C 0.897189 0.431740 1.702478 0.33 1.55 -0.81
C -0.267105 0.169217 0.732579 0.26 -3.04 1.12
C -1.204004 -0.897009 1.372970 -0.15 0.61 0.39
O -2.568134 -0.551092 1.378121 -0.81 -0.04 0.46
N 0.298803 -0.503886 -0.453857 0.10 1.74 -0.61
C 0.845479 0.358938 -1.379710 0.46 -0.05 -0.11
N 1.335991 -0.226300 -2.510918 0.22 -0.83 -0.97
O 0.927715 1.555207 -1.187193 -0.07 0.28 0.01
H 0.609902 0.449849 2.752211 0.00 -0.12 -0.06
H 1.731946 -0.230685 1.489308 -0.22 -0.50 0.34
H 1.318858 1.411538 1.436883 -0.14 -0.06 0.29
H -0.853980 1.052945 0.526211 0.09 0.23 -0.35
H -1.023278 -1.904108 0.978155 -0.09 0.08 -0.28
H -0.999757 -0.968967 2.440487 0.21 -0.02 -0.03
H -2.977353 -0.269114 0.558579 0.56 -0.13 -0.43
H -0.061808 -1.367540 -0.807359 -0.37 -0.19 0.19
H 1.783019 0.290586 -3.246999 -0.15 0.60 0.41
H 1.489094 -1.212686 -2.621277 -0.25 -0.11 0.46

[4]
18
Properties=species:S:1:pos:R:3:forces:R:3 method="wB97M-V/def2-TZVPD" lumo_ha=0.0203 smiles="CC(N)=O.CC(N)=O" multiplicity=1 orbital_gap_ha=0.356 fmax_ev_per_a=4.1 e_above_lowest_kcal_mol=38.8
C -0.093451 1.638691 1.086770 0.18 -0.56 -1.44
C 0.484069 0.924934 2.279019 -0.76 0.40 1.22
N -0.006401 -0.328319 2.526700 0.48 -1.77 0.15
O 1.304083 1.357915 3.063011 0.72 0.60 -0.70
H 0.551073 1.310091 0.240976 -0.09 0.57 0.66
H -0.171116 2.728960 1.047008 0.23 -0.29 0.71
H -1.021573 1.176794 0.721559 0.02 0.28 0.60
H 0.654447 -1.010997 2.961532 -1.23 1.20 -0.32
H -0.906839 -0.665739 2.216261 0.51 0.10 -0.38
C -1.169441 -1.972507 -2.293919 2.76 -2.17 -2.16
C -0.291643 -0.777147 -1.967941 -0.46 0.50 -2.54
N 0.193725 -0.257167 -3.185332 -1.91 -3.54 0.33
O -0.162945 -0.252603 -0.897675 0.24 -0.35 0.15
H -0.697361 -2.948723 -2.036272 -0.61 0.71 1.47
H -0.970932 -2.254421 -3.381733 -1.22 1.05 0.81
H -2.196521 -1.864888 -2.062906 -0.80 -0.04 0.35
H 0.737172 0.518574 -3.305191 1.66 2.26 0.17
H 0.048557 -0.865055 -4.006940 0.29 1.06 0.91

[5]
18
Properties=species:S:1:pos:R:3:forces:R:3 method="wB97M-V/def2-TZVPD" lumo_ha=0.0267 smiles="CC(N)=O.CC(N)=O" multiplicity=1 orbital_gap_ha=0.361 fmax_ev_per_a=3.9 e_above_lowest_kcal_mol=24.8
C -1.450484 0.691466 2.013558 0.12 1.01 0.62
C -0.060116 1.320804 1.922770 3.47 0.53 -0.41
N 0.460880 2.005594 3.059693 0.36 -0.34 -3.61
O 0.710542 1.262713 0.916254 -2.83 0.00 2.74
H -2.175142 1.381182 2.501475 0.66 -0.35 -0.06
H -1.450719 -0.255558 2.594881 0.13 0.51 -0.65
H -1.791167 0.611621 0.995010 -0.09 -0.64 -0.30
H 1.421208 2.323560 2.978013 -0.33 -0.22 -0.40
H 0.200103 1.893248 3.975775 -1.39 -0.53 2.16
C 0.113885 -1.804137 -3.313231 -0.07 1.60 1.51
C 0.506561 -0.650318 -2.336338 0.71 3.14 -0.19
N 0.870486 -1.001768 -1.067886 0.37 -1.62 0.83
O 0.525325 0.593275 -2.612576 -0.39 -3.88 0.01
H -0.667756 -2.338454 -2.780737 0.02 -0.51 -0.14
H 0.968072 -2.428604 -3.551156 -0.01 -0.08 0.00
H -0.326616 -1.340375 -4.177182 0.05 0.05 -0.46
H 1.187709 -0.282401 -0.407829 -0.51 -0.12 -0.67
H 0.957229 -1.981848 -0.710496 -0.27 1.45 -0.99

[6]
18
Properties=species:S:1:pos:R:3:forces:R:3 method="wB97M-V/def2-TZVPD" lumo_ha=0.0273 smiles="CC(N)=O.CC(N)=O" multiplicity=1 orbital_gap_ha=0.387 fmax_ev_per_a=6.7 e_above_lowest_kcal_mol=40.4
C -0.941478 -1.509834 -0.200397 -0.17 0.76 -1.71
C -1.152789 -0.950867 -1.614805 -0.49 0.19 -2.40
N -0.608232 -1.736210 -2.726334 1.11 -0.70 6.26
O -1.863040 0.007276 -1.915846 0.98 -1.37 1.06
H 0.052326 -1.433542 0.158949 0.95 0.87 0.43
H -0.971227 -2.545544 -0.300111 -0.81 -2.03 -0.14
H -1.672415 -1.135307 0.485627 -0.14 0.34 0.31
H -0.843004 -1.437773 -3.582805 -0.81 1.60 -3.59
H 0.337121 -2.105659 -2.592982 -0.75 0.08 -0.23
C 0.837561 1.258411 0.202114 -0.81 -2.14 1.72
C 0.423933 1.200882 1.719083 1.06 0.40 1.05
N 1.337162 1.763599 2.663217 -5.52 -3.73 -0.74
O -0.561086 0.673436 2.203676 0.24 0.18 -1.19
H 0.062489 1.646846 -0.407806 -1.44 -0.20 -0.33
H 1.078016 0.187057 -0.138590 0.12 2.06 0.42
H 1.544219 2.018490 0.069639 1.96 0.46 -0.10
H 0.868533 1.835915 3.544282 0.39 0.20 0.45
H 2.071910 2.262823 2.433090 4.15 3.02 -1.27

[7]
18
Properties=species:S:1:pos:R:3:forces:R:3 method="wB97M-V/def2-TZVPD" lumo_ha=0.0249 smiles="C/C(N)=C/N.O=CO" multiplicity=1 orbital_gap_ha=0.297 fmax_ev_per_a=3.5 e_above_lowest_kcal_mol=74.7
C -0.019263 1.770903 -0.610067 -0.53 -0.47 -0.24
C 0.155802 0.417513 0.052666 2.26 0.37 -0.28
N 0.081669 0.475354 1.481314 -0.09 -0.40 0.11
C 1.249744 -0.360179 -0.397561 -1.03 0.72 -0.18
N 1.984433 -1.113933 0.416545 -0.24 0.34 0.03
H -1.031226 2.131125 -0.405213 0.02 0.14 -0.09
H 0.099761 1.692519 -1.694026 -0.04 0.00 0.08
H 0.702252 2.509020 -0.248764 -0.06 -0.10 0.10
H -0.195821 -0.448872 1.812410 -0.21 0.31 0.26
H -0.599706 1.164874 1.780005 -0.01 -0.29 0.03
H 1.437484 -0.480307 -1.459939 -0.08 0.13 0.08
H 2.763291 -1.633835 0.032600 -0.29 0.08 0.41
H 1.966195 -0.793788 1.385667 0.27 -0.44 -0.22
O -0.878447 -2.042317 -0.754510 -0.49 2.00 0.42
C -1.335474 -0.861016 -0.685363 -0.88 -3.28 -0.95
O -2.413046 -0.659541 0.181292 0.88 0.33 0.12
H -1.560535 -0.303900 -1.616927 0.58 0.40 0.46
H -2.407110 -1.463619 0.729870 -0.04 0.17 -0.14

[8]
18
Properties=species:S:1:pos:R:3:forces:R:3 method="wB97M-V/def2-TZVPD" lumo_ha=0.0240 smiles="CC(=O)N(N)CCO" multiplicity=1 orbital_gap_ha=0.376 fmax_ev_per_a=1.7 e_above_lowest_kcal_mol=57.3
C 1.091148 -2.065459 0.074966 -0.07 0.00 0.28
C 0.711981 -0.653329 -0.309093 -0.87 -0.07 -0.81
O 1.534380 0.053408 -0.896283 -0.67 -0.40 0.92
N -0.612885 -0.264466 -0.062334 1.18 -0.27 0.22
N -1.681693 -1.193967 0.010063 0.62 -0.24 -0.01
C -1.005506 1.136875 -0.164057 1.30 0.75 0.72
C 0.048910 2.112090 0.548280 -0.59 -0.18 -1.43
O 1.017631 2.574255 -0.380598 0.03 -0.06 0.23
H 0.450934 -2.481367 0.853979 0.02 -0.03 -0.14
H 2.117629 -2.062005 0.453988 -0.16 0.09 -0.26
H 1.045610 -2.700162 -0.814209 0.03 0.00 0.12
H -1.660351 -1.789517 -0.819883 -0.08 0.15 0.29
H -1.571640 -1.789213 0.831149 -0.11 0.21 -0.20
H -1.987270 1.253054 0.308106 0.23 -0.22 -0.24
H -1.026273 1.420994 -1.220107 -0.24 0.26 0.11
H 0.543659 1.675148 1.420595 -0.28 -0.35 0.03
H -0.502320 2.997207 0.878061 0.07 -0.10 0.00
H 1.486058 1.776455 -0.712622 -0.40 0.48 0.18

[9]
18
Properties=species:S:1:pos:R:3:forces:R:3 method="wB97M-V/def2-TZVPD" lumo_ha=0.0222 multiplicity=1 orbital_gap_ha=0.330 fmax_ev_per_a=1.7 e_above_lowest_kcal_mol=48.6
O -0.042102 1.610496 0.645323 -0.88 0.66 -0.27
C 0.986227 0.908201 0.945296 0.58 -0.29 0.25
O 1.095198 -0.301193 0.779260 0.01 -0.40 -0.06
C 2.116796 1.683495 1.581192 -0.17 -0.14 0.00
H 2.946329 1.014126 1.760674 0.19 -0.04 0.07
H 2.416958 2.499000 0.935983 0.06 0.23 -0.08
H 1.755610 2.097101 2.519250 0.06 0.13 0.10
C -1.396332 -0.986693 -0.373394 -0.56 0.06 0.04
C -0.827495 -1.369555 -1.499489 0.02 -0.29 -0.10
N 0.040098 -2.464395 -1.619937 0.18 0.24 0.18
N -1.937444 0.354104 -0.260138 -1.36 -0.37 -0.93
H -1.378113 -1.554235 0.546408 0.37 0.25 0.02
H -1.041912 -0.847913 -2.422280 0.27 0.31 -0.08
H 0.840248 -2.152551 -2.163201 -0.13 -0.29 -0.19
H 0.424082 -2.654849 -0.698645 -0.05 -0.18 -0.03
H -1.056554 1.012365 0.185727 1.24 0.45 0.63
H -2.768832 0.410734 0.325042 0.05 -0.08 -0.10
H -2.172769 0.741766 -1.187069 0.11 -0.27 0.55

[10]
18
Properties=species:S:1:pos:R:3:forces:R:3 method="wB97M-V/def2-TZVPD" lumo_ha=0.0194 smiles="CC(N)=O.CC(N)=O" multiplicity=1 orbital_gap_ha=0.352 fmax_ev_per_a=4.7 e_above_lowest_kcal_mol=27.2
C 2.298035 0.748825 0.244459 3.88 -0.46 -1.07
C 1.070371 1.197002 -0.419982 -1.31 -2.33 -0.36
N 0.497995 2.329365 0.021161 1.85 0.40 1.20
O 0.595486 0.446861 -1.266564 -0.42 1.06 -0.36
H 2.923429 -0.001319 -0.398934 -1.64 1.30 0.94
H 2.361472 0.356944 1.247968 -1.03 -0.10 0.37
H 2.945612 1.621372 0.280086 0.42 0.27 0.16
H -0.406610 2.635623 -0.206335 -1.03 0.13 -0.56
H 0.990769 2.793053 0.782871 -0.54 -0.05 -0.44
C -1.879761 -0.561667 0.746265 2.46 -2.91 0.56
C -1.539625 -1.987985 0.044945 -1.11 1.30 1.78
N -0.906450 -1.980444 -1.130881 1.08 4.58 -0.63
O -1.921059 -2.981485 0.626680 0.01 -0.51 -0.20
H -1.052615 0.106623 0.593828 0.41 0.34 0.12
H -2.021163 -0.782385 1.838271 -0.10 0.31 -1.24
H -2.693089 -0.147281 0.262177 -1.98 0.73 -0.72
H -0.766310 -2.714035 -1.733904 0.01 -2.49 -0.80
H -0.496488 -1.079069 -1.532108 -0.95 -1.59 1.25